Entry 1:
The following is a quantum chemistry calculation of a structure of composition C42H48ClF2N8O7Re at a distorted geometry, from OMol25.

```
109
Properties=species:S:1:pos:R:3:forces:R:3:mulliken_spin:R:1
Re -0.3101 -0.2924 -0.7092 -0.4 0.2 1.1 0.885
C 3.0016 -3.0028 -1.8983 0.0 0.1 0.0 0.002
C 1.5608 -2.7145 -1.6290 0.2 0.3 -0.2 0.014
O 1.2227 -1.5542 -1.2847 -0.1 0.1 0.6 0.020
N 0.6797 -3.6865 -1.7578 -0.3 0.0 0.1 0.008
C -0.7196 -3.5261 -1.3665 0.0 0.1 -0.2 0.030
C -1.5191 -2.6762 -2.3255 0.0 0.1 -0.1 -0.002
C -2.3858 -3.2983 -3.1999 0.0 -0.1 0.0 0.001
C -3.1897 -2.5482 -4.0437 0.0 0.0 0.0 0.001
C -3.0761 -1.1721 -4.0102 -0.1 -0.1 -0.1 0.000
C -2.1710 -0.6030 -3.1402 0.1 -0.1 0.1 0.008
N -1.4037 -1.3212 -2.2968 -0.2 0.1 -0.1 -0.010
H 3.5209 -2.0689 -2.0952 0.0 0.0 0.0 -0.001
H 3.1241 -3.6899 -2.7351 0.0 0.0 0.0 0.000
H 3.4310 -3.4600 -1.0034 0.0 0.0 0.0 0.001
H 0.9927 -4.5822 -2.0910 0.1 -0.1 0.0 0.000
H -0.7730 -3.0990 -0.3754 0.0 0.0 0.2 -0.005
H -1.1681 -4.5113 -1.3137 0.0 -0.1 0.0 0.001
H -2.4466 -4.3783 -3.1980 0.0 0.0 0.0 0.000
H -3.8949 -3.0359 -4.7051 0.0 0.0 0.0 0.000
H -3.6772 -0.5361 -4.6448 0.0 0.0 0.0 0.000
H -2.0359 0.4662 -3.1043 0.0 0.0 0.1 0.000
F -2.6761 5.7629 1.3286 -0.1 0.0 0.0 0.000
C -3.4456 4.6780 1.0878 0.0 0.1 0.0 0.000
C -2.8129 3.5370 0.7047 0.2 -0.1 0.0 0.001
C -3.5426 2.3601 0.5119 0.0 0.0 -0.1 -0.003
C -2.8820 1.1310 0.1361 0.1 0.1 -0.2 0.025
O -1.6991 1.1852 -0.3165 0.1 -0.2 0.2 0.000
C -3.6500 -0.0492 0.2411 0.2 0.0 0.1 0.004
C -5.0047 0.0490 0.3805 -0.2 0.1 -0.1 -0.002
N -5.6602 1.2073 0.5523 0.0 -0.1 0.0 0.002
C -7.1073 1.2641 0.4120 0.0 0.1 0.1 0.000
C -7.9848 1.4172 1.6212 0.0 0.0 0.1 0.000
C -7.9616 0.1261 0.8602 0.0 -0.1 0.0 0.000
C -4.9267 2.3822 0.7176 0.0 -0.1 0.0 0.002
C -5.5544 3.5739 1.0812 -0.2 0.1 0.0 0.000
C -4.8441 4.7506 1.2713 0.0 0.0 -0.1 0.000
N -5.5408 5.9212 1.6218 0.0 0.1 0.0 0.000
C -4.9071 7.2321 1.7252 -0.2 -0.1 0.1 0.000
C -5.8775 8.2987 1.2294 0.1 0.0 0.0 0.000
N -7.2883 7.9825 1.6950 0.2 -0.1 0.1 0.000
C -7.2718 7.1022 2.9100 0.0 -0.1 0.0 0.000
C -6.6955 5.7529 2.5113 0.1 0.0 -0.1 0.000
C -3.0266 -1.4019 0.1823 -0.2 -0.2 -0.1 0.007
O -3.7085 -2.3841 -0.0364 0.2 0.0 0.1 0.000
O -1.7386 -1.4124 0.4144 0.4 0.4 -0.6 0.041
H -1.7330 3.5201 0.6043 -0.1 0.0 0.0 -0.001
H -5.5977 -0.8548 0.3304 0.0 0.0 -0.1 0.000
H -7.4047 1.7810 -0.4911 0.0 0.0 0.0 0.000
H -8.8563 2.0547 1.5436 0.0 0.0 0.0 0.000
H -7.5019 1.4194 2.5908 0.0 0.0 -0.1 0.000
H -8.8055 -0.1230 0.2341 0.0 0.0 0.0 0.000
H -7.5025 -0.7266 1.3430 0.0 0.1 0.0 0.000
H -6.6244 3.5640 1.2171 0.1 0.0 0.0 0.000
H -4.0320 7.2948 1.0960 0.1 0.0 -0.1 0.000
H -4.5822 7.4488 2.7467 0.1 0.0 0.0 0.000
H -5.8973 8.3429 0.1445 -0.1 0.0 0.0 0.000
H -5.5953 9.2752 1.6173 -0.1 0.0 0.0 0.000
H -7.7824 7.4920 0.9527 -0.1 0.0 -0.1 0.000
H -7.8009 8.8426 1.8751 -0.1 0.1 0.0 0.000
H -8.2834 6.9829 3.2855 -0.1 0.1 0.0 0.000
H -6.6840 7.6053 3.6710 0.1 0.1 0.0 0.000
H -7.4759 5.1830 2.0049 0.0 0.0 0.0 0.000
H -6.4335 5.2085 3.4233 0.0 0.0 0.0 0.000
C 4.2944 5.2757 3.6234 0.1 0.0 0.0 0.000
C 4.3305 3.7992 3.9923 0.0 0.1 -0.2 0.000
N 4.1179 2.9225 2.8268 -0.1 0.1 0.2 0.000
C 2.8452 2.6215 2.4848 0.1 0.1 0.3 0.001
C 2.4710 1.8214 1.4577 0.0 -0.5 -0.3 -0.002
C 0.9950 1.6002 1.3083 -0.3 0.3 -0.3 0.008
O 0.2155 2.4747 1.6188 -0.1 -0.2 0.1 -0.001
O 0.6177 0.3914 0.8760 0.7 -0.2 -0.5 -0.021
C 3.4889 1.2653 0.5723 0.0 0.0 0.2 -0.002
O 3.2695 0.6109 -0.4371 -0.1 -0.1 0.0 -0.001
C 4.8808 1.6006 0.9728 -0.1 0.0 0.0 -0.001
C 5.9338 1.0744 0.2261 -0.1 -0.1 -0.1 0.000
C 7.2261 1.3769 0.5404 0.0 -0.1 0.1 0.000
F 8.2238 0.7861 -0.1511 0.0 0.0 0.0 0.000
C 7.5473 2.2617 1.5792 0.1 -0.1 -0.1 0.000
C 6.5018 2.7705 2.3296 0.0 0.2 0.2 0.000
C 5.1690 2.4291 2.0630 0.0 0.0 -0.1 0.000
N 8.8759 2.6634 1.8550 0.0 0.1 0.1 0.000
C 9.9143 2.6312 0.8385 -0.1 0.1 0.2 0.000
C 10.8865 3.7753 1.0837 -0.1 -0.1 -0.1 0.000
N 11.4580 3.6520 2.4760 -0.3 0.1 -0.1 0.000
C 10.3646 3.6392 3.5140 -0.1 -0.1 0.0 0.000
C 9.4188 2.4956 3.1913 0.0 -0.1 -0.2 0.000
H 4.3618 5.8887 4.5244 0.0 0.0 -0.1 0.000
H 3.3618 5.5209 3.1126 0.0 0.0 0.0 0.000
H 5.1243 5.5396 2.9630 -0.1 0.0 0.0 0.000
H 3.5561 3.5654 4.7186 -0.1 0.0 0.0 0.000
H 5.2771 3.5374 4.4543 0.0 -0.1 0.1 0.000
H 2.0801 3.0612 3.1138 0.0 0.0 0.0 0.000
H 5.7030 0.4080 -0.5968 0.0 0.0 0.0 0.000
H 6.7377 3.4764 3.1161 0.0 0.0 -0.1 0.000
H 9.4875 2.7697 -0.1486 0.0 0.0 -0.1 0.000
H 10.4603 1.6787 0.8341 0.0 -0.1 0.0 0.000
H 10.3729 4.7308 1.0289 0.0 0.1 0.1 0.000
H 11.7073 3.7606 0.3706 0.1 0.0 0.1 0.000
H 12.1161 4.4072 2.6573 0.1 0.1 0.0 0.000
H 11.9805 2.7783 2.5392 0.1 -0.1 0.0 0.000
H 9.8519 4.5949 3.4528 0.0 0.1 0.0 0.000
H 10.8157 3.5279 4.4976 0.1 0.0 0.0 0.000
H 8.6241 2.4692 3.9320 0.0 0.0 0.0 0.000
H 9.9714 1.5453 3.2715 0.0 0.0 0.1 0.000
Cl -0.5167 2.2517 -2.8912 0.1 0.1 0.0 0.004
C 0.5939 1.1999 -1.9525 -0.4 -0.5 0.0 -0.016
H 1.1467 1.8668 -1.2947 0.1 0.0 -0.1 -0.005
H 1.2862 0.7576 -2.6650 0.1 0.1 0.0 0.006
```
Forces are in eV/Å.

## Properties
Energy relative to the best compared isomer or geometry (same formula, charge and spin) = 27.5 kcal per mole
HOMO level (spin up / spin down) = -13.21 / -12.93 eV
Multiplicity = 2
LUMO energy (spin up / spin down) = -6.557 / -6.222 eV
Orbital gap (spin up / spin down) = 6.66 / 6.71 eV
DFT total energy = -3331.447988 hartree
Total charge = +3

***

Entry 2:
The following is a quantum chemistry calculation of the ion C16H16N5O7S with charge -1 at a distorted geometry, from OMol25.

```
45
Properties=species:S:1:pos:R:3:forces:R:3:nbo_charge:R:1
C -4.6693 -1.6099 -0.1787 -0.4 -0.2 0.1 -0.625
C -3.8439 -0.4926 -0.7349 0.8 -0.4 0.4 -0.074
O -2.4889 -0.8610 -0.2878 -0.1 0.8 -1.0 -0.501
C -1.5274 -0.0763 -0.7650 -0.6 0.3 -1.4 0.767
C -0.1970 -0.2122 -0.0268 -2.0 -3.0 0.7 0.201
O 0.9074 -0.1769 -0.8020 -0.2 -1.0 0.0 -0.539
C 0.8815 -0.9031 -2.0810 -0.3 0.5 0.6 -0.260
S -0.2298 -1.9221 1.0694 0.1 1.7 -0.6 2.063
C 1.4580 -1.8959 1.7215 -0.1 -0.3 0.0 -0.215
C 2.1204 -3.1119 1.8719 0.3 0.1 0.0 -0.221
C 3.4344 -3.1132 2.3536 -0.2 0.1 0.0 -0.221
C 4.0679 -1.9092 2.6821 -0.2 0.1 -0.1 -0.208
C 3.3845 -0.6976 2.5367 -0.2 -0.4 0.0 -0.200
C 2.0677 -0.6969 2.0696 0.4 0.2 0.2 -0.226
O -1.1582 -1.8318 2.1712 0.6 -0.4 -0.4 -0.893
O -0.3129 -2.9994 0.1006 0.1 0.0 0.4 -0.961
O -1.6534 0.7531 -1.6571 0.1 -1.3 1.0 -0.604
H -5.7203 -1.4679 -0.4217 -0.1 0.0 0.0 0.201
H -4.3381 -2.5651 -0.5935 -0.1 0.1 0.1 0.212
H -4.5574 -1.6436 0.9082 0.0 0.0 -0.1 0.229
H -3.8598 -0.4440 -1.8283 0.0 0.1 0.2 0.191
H -4.0853 0.4808 -0.2929 0.1 -0.1 -0.2 0.213
H 1.8822 -0.7609 -2.4833 -0.1 0.0 0.0 0.223
H 0.6480 -1.9506 -1.8839 0.1 0.1 -0.1 0.203
H 0.1309 -0.4265 -2.7171 0.2 -0.2 0.0 0.211
H 1.6143 -4.0379 1.6015 0.2 0.2 0.0 0.234
H 3.9585 -4.0628 2.4692 -0.1 0.3 0.0 0.210
H 5.0933 -1.9115 3.0564 -0.3 0.0 -0.1 0.209
H 3.8623 0.2512 2.7836 -0.1 -0.3 0.0 0.216
H 1.5175 0.2352 1.9764 0.1 -0.3 0.1 0.261
O 2.7424 1.8760 -2.4914 0.1 0.2 -0.4 -0.545
N 1.8702 2.7671 -2.6480 -1.1 0.2 1.8 0.484
C 0.9446 2.9464 -1.5659 1.8 -0.5 -2.0 -0.141
C 1.0249 2.0439 -0.5236 0.5 1.7 1.3 0.153
N -0.0103 2.0106 0.3138 3.1 -0.4 -0.8 -0.224
N -0.2855 0.8351 1.0187 1.9 0.5 -0.3 -0.190
N -1.6023 1.0513 1.4873 -1.6 -1.4 2.3 -0.289
N -2.0999 2.1386 0.9955 2.2 1.9 -2.4 -0.221
C -1.1465 2.7345 0.2164 -3.8 0.1 1.7 0.125
C -1.1856 3.7800 -0.7299 0.9 0.5 -1.1 -0.221
C -0.1465 3.8700 -1.6270 -1.9 0.7 0.3 -0.232
O 1.7744 3.4583 -3.6815 0.0 -0.2 0.4 -0.503
H 1.9405 1.5429 -0.2244 -0.4 0.1 -0.4 0.255
H -2.0693 4.4099 -0.7238 0.3 0.1 -0.3 0.219
H -0.1381 4.5962 -2.4343 0.0 0.0 0.2 0.233
```
Forces are in eV/Å.

## Properties
Energy relative to the best compared isomer or geometry (same formula, charge and spin) = 5.6 kcal per mole
HOMO level = -1.94 eV
LUMO energy = 2.687 eV
Orbital gap = 4.63 eV
DFT total energy = -1817.712208 hartree
Total charge = -1

***

Entry 3:
The following is a quantum chemistry calculation of a cluster of 6 separate species, C33H43N6O2P in total at a distorted geometry, from OMol25.

```
85
Properties=species:S:1:pos:R:3:forces:R:3:mulliken_charge:R:1
C -3.7819 -3.2475 -5.0215 -0.1 0.0 -0.1 -1.227
C -4.2903 -3.6892 -3.6607 0.6 -0.4 -0.1 -0.506
N -3.1979 -3.7328 -2.6423 -1.2 -0.1 0.6 0.579
C -3.1891 -2.5082 -1.8166 0.6 -0.1 0.1 -1.403
C -2.3165 -1.4094 -2.4438 0.0 0.3 -0.1 -0.826
P -3.2096 0.2062 -2.6041 -0.8 0.1 0.1 -0.250
C -2.3113 1.3502 -1.4735 -0.4 -0.1 0.3 -0.569
C -2.9663 1.4067 -0.0815 0.2 -0.2 -0.2 -0.593
O -2.1847 0.6288 0.8235 0.0 0.0 -0.1 -0.468
C -3.4592 -4.8718 -1.7778 0.9 -0.6 -0.2 0.539
C -4.7186 -4.8915 -0.9332 0.3 -0.1 -0.1 -1.192
O -2.6898 -5.8089 -1.7725 -0.6 0.7 0.0 -0.573
H -2.9751 -3.8996 -5.3483 0.0 0.0 0.1 0.209
H -3.4098 -2.2238 -5.0155 -0.1 0.1 0.0 0.248
H -4.5905 -3.3249 -5.7509 0.0 0.1 0.0 0.440
H -5.1280 -3.0806 -3.3081 0.0 0.1 0.0 0.346
H -4.6594 -4.7123 -3.7740 -0.1 0.0 0.0 0.471
H -4.1988 -2.1451 -1.5971 -0.1 0.1 -0.2 0.545
H -2.7487 -2.7666 -0.8500 0.0 0.0 0.0 0.454
H -1.9913 -1.7235 -3.4327 0.1 -0.1 0.0 0.648
H -1.4332 -1.2549 -1.8252 0.1 0.0 -0.1 0.463
H -2.8226 0.7017 -3.8703 0.5 -0.2 0.1 -0.006
H -1.2816 1.0490 -1.3002 0.2 0.2 -0.2 0.303
H -2.3337 2.3569 -1.8825 0.2 0.0 -0.2 0.410
H -3.0215 2.4438 0.2503 0.0 0.0 0.1 0.397
H -3.9791 0.9979 -0.1277 -0.1 0.1 0.1 0.352
H -2.1403 1.0884 1.6638 0.0 0.0 0.3 0.217
H -4.5792 -5.6133 -0.1351 -0.1 -0.1 0.0 0.430
H -5.5359 -5.2209 -1.5754 -0.1 0.0 0.1 0.261
H -4.9638 -3.9234 -0.5064 -0.1 0.1 -0.1 0.287
N -0.6380 1.4851 3.9102 0.0 0.1 -0.1 -0.473
C -0.4711 2.2359 4.9996 -0.2 -0.1 0.0 -0.433
C 0.7400 2.8127 5.3519 0.0 0.0 0.0 -0.308
C 1.8356 2.6045 4.5299 0.0 0.0 0.0 -0.264
C 1.6785 1.8288 3.3919 0.0 0.0 0.1 -0.459
C 0.4271 1.2928 3.1323 -0.1 -0.1 -0.2 -0.162
H -1.3472 2.3709 5.6217 0.0 0.0 0.1 0.503
H 0.8167 3.4093 6.2502 0.0 0.0 0.0 0.389
H 2.7969 3.0405 4.7715 0.0 0.0 0.0 0.390
H 2.5048 1.6418 2.7195 0.0 0.0 0.0 0.417
H 0.2560 0.6830 2.2508 0.1 0.0 0.0 0.415
N -0.0152 3.4678 -1.1579 0.1 0.2 0.1 -0.296
C 0.5866 3.4821 -2.3451 -0.1 0.0 0.0 -0.145
C 1.9251 3.7953 -2.5259 0.0 0.0 0.0 -0.701
C 2.6864 4.1139 -1.4124 -0.1 0.2 0.1 0.145
C 2.0735 4.1033 -0.1685 0.0 0.0 -0.1 -0.594
C 0.7285 3.7741 -0.0958 -0.1 0.0 0.0 -0.314
H -0.0423 3.2253 -3.1927 0.0 0.0 0.0 0.356
H 2.3609 3.7875 -3.5160 0.0 0.0 0.0 0.395
H 3.7345 4.3573 -1.5163 -0.1 -0.1 0.0 0.400
H 2.6265 4.3426 0.7302 0.0 0.0 0.0 0.375
H 0.2152 3.7493 0.8605 0.0 0.0 0.0 0.440
N -0.7803 -4.8624 -5.3778 0.2 0.0 -0.1 -0.448
C -0.0090 -4.6398 -6.4408 -0.1 0.0 0.0 -0.190
C 1.3042 -4.2031 -6.3619 0.0 0.0 0.0 -0.437
C 1.8478 -3.9819 -5.1066 0.0 0.0 0.0 -0.174
C 1.0595 -4.2082 -3.9905 0.0 0.0 -0.1 -0.667
C -0.2439 -4.6481 -4.1766 -0.1 -0.1 0.1 0.160
H -0.4733 -4.8216 -7.4045 0.0 0.0 0.0 0.373
H 1.8830 -4.0409 -7.2610 0.0 0.0 0.0 0.356
H 2.8696 -3.6395 -5.0011 0.0 0.0 0.0 0.379
H 1.4430 -4.0485 -2.9921 0.0 0.0 0.0 0.368
H -0.8970 -4.8378 -3.3328 0.0 0.0 0.0 0.276
N -1.3192 1.6039 8.2338 0.0 0.0 0.1 -0.273
C -1.0054 0.3128 8.3150 0.0 0.0 -0.1 -0.052
C -0.8571 -0.3669 9.5144 0.0 0.0 0.0 -0.626
C -1.0426 0.3333 10.6950 0.0 0.0 0.0 -0.129
C -1.3685 1.6782 10.6281 0.0 0.0 0.0 -0.506
C -1.4954 2.2628 9.3775 0.0 0.0 -0.1 -0.222
H -0.8671 -0.1969 7.3674 0.0 0.0 0.0 0.372
H -0.6031 -1.4178 9.5199 0.0 0.0 0.0 0.356
H -0.9353 -0.1610 11.6520 0.0 0.0 0.0 0.366
H -1.5220 2.2631 11.5245 0.0 0.0 0.0 0.356
H -1.7522 3.3122 9.2813 0.0 0.0 0.0 0.359
N 5.6870 3.2339 -1.8176 0.3 -0.1 0.0 -0.261
C 6.1111 2.1626 -2.4854 -0.1 0.0 0.0 -0.143
C 7.4254 1.7221 -2.4763 0.0 0.0 0.0 -0.679
C 8.3532 2.4345 -1.7344 0.0 0.0 0.0 -0.130
C 7.9300 3.5520 -1.0338 0.0 0.0 0.0 -0.632
C 6.5920 3.9059 -1.1082 -0.1 0.0 0.0 -0.025
H 5.3537 1.6339 -3.0542 0.0 0.0 0.0 0.381
H 7.7118 0.8431 -3.0368 0.0 0.0 0.0 0.356
H 9.3894 2.1237 -1.7023 0.0 0.0 0.0 0.369
H 8.6198 4.1378 -0.4423 0.0 0.0 0.0 0.353
H 6.2199 4.7735 -0.5720 0.0 0.0 0.0 0.357
```
Forces are in eV/Å.

## Properties
Energy relative to the best compared isomer or geometry (same formula, charge and spin) = 4.2 kcal per mole
HOMO level = -8.14 eV
SMILES = CCN(CCPCCO)C(C)=O.c1ccncc1.c1ccncc1.c1ccncc1.c1ccncc1.c1ccncc1
LUMO energy = 0.572 eV
Orbital gap = 8.71 eV
DFT total energy = -2103.557625 hartree
Total charge = 0

***

Entry 4:
The following is a quantum chemistry calculation of a cluster of 3 separate species, C16H32BrN2OP in total at a distorted geometry, from OMol25.

```
53
Properties=species:S:1:pos:R:3:forces:R:3:nbo_charge:R:1
C 2.4566 -1.2984 0.1338 0.0 -0.6 0.2 -0.641
C 2.2465 -2.2847 -1.1983 0.5 0.8 -0.1 -0.435
C 0.8370 -1.8660 -1.9593 1.1 0.7 0.0 -0.533
Br 1.1450 -2.2135 -3.9374 0.0 0.5 0.7 -0.053
P -0.6782 -2.9055 -1.4396 -0.7 -1.1 0.8 0.730
C -1.3488 -3.9698 -2.9272 -1.3 0.2 -0.7 -0.930
C -2.1961 -1.7907 -0.9900 -1.3 1.4 -0.8 -0.701
C -1.9933 -0.2155 -1.4074 0.8 -0.9 0.2 -0.454
C -3.3784 0.6503 -1.2386 1.3 1.0 0.3 -0.075
O -3.9903 0.8750 -2.5592 1.6 0.8 0.9 -0.574
C -3.2030 1.8842 -3.3399 -0.2 0.0 0.4 -0.287
H 1.8534 -0.2908 -0.0030 1.3 -2.1 0.4 0.212
H 3.5889 -1.0233 0.2697 -2.3 -0.5 -0.4 0.235
H 2.1143 -1.8576 1.1284 0.5 1.3 -2.2 0.216
H 2.3210 -3.4259 -0.9295 -0.5 2.3 -0.5 0.228
H 3.1339 -2.0701 -1.9674 -2.0 -0.4 1.7 0.225
H 0.7232 -0.7089 -1.8252 0.1 -2.3 -0.4 0.246
H -1.9473 -3.2674 -3.6843 1.6 -1.6 1.3 0.227
H -0.5086 -4.5996 -3.4439 -1.7 1.4 1.0 0.256
H -2.1680 -4.7248 -2.5066 1.9 1.7 -0.6 0.241
H -3.1567 -2.1676 -1.5892 2.1 0.6 1.3 0.231
H -2.4570 -1.8130 0.1542 0.7 -0.3 -2.2 0.238
H -1.1004 0.1914 -0.7316 -2.1 -0.6 -1.3 0.209
H -1.5606 -0.2188 -2.5180 -1.3 0.3 2.2 0.220
H -3.0644 1.7203 -0.8136 -0.8 -2.2 -0.6 0.169
H -4.1371 0.1600 -0.4583 1.6 0.9 -2.1 0.209
H -3.8725 2.8493 -3.4082 1.3 -1.9 -0.2 0.194
H -2.9610 1.3860 -4.3728 -0.5 1.3 2.0 0.206
H -2.2072 2.2015 -2.7858 -2.0 -0.9 -1.2 0.188
C 6.9069 -2.0089 1.7599 0.0 -0.1 0.0 -0.613
C 7.8573 -0.8160 1.7382 0.1 -0.4 -0.1 -0.385
C 7.1623 0.5045 2.0759 -0.6 0.1 -0.9 -0.502
C 6.0697 0.7849 1.0571 -6.2 1.9 -5.5 0.292
N 5.1633 1.0176 0.2119 7.3 -1.9 6.7 -0.350
H 6.1187 -1.9117 1.0067 0.1 0.1 0.1 0.218
H 7.4518 -2.9328 1.5415 -0.1 0.1 0.1 0.219
H 6.4339 -2.1160 2.7428 0.0 0.0 -0.1 0.204
H 8.3204 -0.7496 0.7460 0.0 0.1 0.2 0.211
H 8.6636 -0.9909 2.4589 -0.1 0.2 -0.1 0.211
H 7.8873 1.3251 2.0606 -0.3 0.0 -0.1 0.252
H 6.7195 0.4613 3.0769 -0.1 0.1 -0.2 0.246
C -5.0773 3.7408 1.2125 0.0 0.1 -0.1 -0.614
C -5.7552 3.2214 2.4764 -0.1 0.0 -0.4 -0.385
C -4.7991 3.1231 3.6668 0.6 -0.8 -0.4 -0.502
C -3.6682 2.1619 3.3390 6.5 -5.3 -1.5 0.287
N -2.7299 1.3645 3.0671 -7.5 6.3 2.1 -0.345
H -4.2834 3.0678 0.8738 -0.1 0.1 0.1 0.217
H -5.8036 3.8216 0.3976 0.1 0.0 0.1 0.220
H -4.6411 4.7323 1.3804 0.0 -0.1 0.0 0.203
H -6.1902 2.2366 2.2663 0.1 0.1 0.2 0.211
H -6.5830 3.8904 2.7363 0.1 -0.1 0.1 0.211
H -5.3351 2.7597 4.5500 0.3 0.0 -0.1 0.252
H -4.3791 4.1062 3.9053 0.1 -0.2 0.0 0.245
```
Forces are in eV/Å.

## Properties
HOMO level = -7.72 eV
SMILES = CC[C@@H](Br)P(C)CCCOC.CCCC#N.CCCC#N
LUMO energy = 0.777 eV
Orbital gap = 8.50 eV
DFT total energy = -3728.715260 hartree
Total charge = 0

***

Q: The highest total charge belongs to which entry?
A: C42H48ClF2N8O7Re

***

Q: Among the records above, which one has the highest DFT total energy?
A: C16H16N5O7S

***

Q: Among the records above, which one has the lowest DFT total energy?
A: C16H32BrN2OP

***

Q: Number 3 is which compound?
A: C33H43N6O2P